Record 1
DFT (ωB97M-V/def2-TZVPD) results for an isolated molecule of C3H6N2O in a non-equilibrium geometry.

Structure (ORCA input):
```
! RIJCOSX wB97M-V def2-TZVPD def2/J DEFGRID3
* xyz 0 1
C 0.010 -0.910 0.744
C 0.664 -0.080 -0.156
C 0.025 1.054 -0.600
H -0.133 -2.535 1.885
H 1.384 -2.507 0.970
H -0.975 -0.792 1.142
H 1.660 -0.408 -0.399
H -0.895 1.163 -0.022
H -1.549 2.533 -1.242
N 0.505 -2.051 1.301
N 0.165 1.799 -1.712
O -0.859 2.734 -1.912
*
```

Calculated values
* SMILES: N/C=C/C=N/O
* gap between HOMO and LUMO: 8.389 eV
* LUMO energy: 0.705 eV
* energy above the lowest of the compared OMol25 structures with the same formula, charge and spin: 85.7 kcal/mol


Record 2
DFT (ωB97M-V/def2-TZVPD) results for a cluster of 7 separate species, C46H101F2N6O7S2 in total in a non-equilibrium geometry.

Structure (ORCA input):
```
! RIJCOSX wB97M-V def2-TZVPD def2/J DEFGRID3
* xyz 3 1
N 23.638 14.571 25.315
S 23.692 13.128 25.038
O 22.630 12.347 25.612
O 25.010 12.508 24.779
F 23.064 13.121 23.528
S 24.436 14.617 26.887
O 25.579 15.523 26.917
O 24.516 13.404 27.646
F 23.358 15.474 27.645
C 15.738 20.400 25.824
C 16.348 19.329 24.842
C 15.518 18.773 23.704
N 15.978 17.401 23.188
C 15.362 17.241 21.713
C 15.498 15.812 21.109
C 14.981 14.786 22.105
C 15.500 14.856 23.572
C 15.483 16.310 24.137
C 17.536 17.324 23.113
H 16.170 20.616 26.801
H 14.692 20.229 26.079
H 15.644 21.346 25.291
H 16.646 18.464 25.433
H 17.256 19.751 24.411
H 15.419 19.582 22.980
H 14.459 18.646 23.926
H 14.273 17.277 21.754
H 15.821 18.022 21.108
H 15.057 15.651 20.125
H 16.549 15.552 20.985
H 13.912 14.922 22.266
H 15.224 13.753 21.855
H 14.986 14.199 24.274
H 16.548 14.558 23.578
H 14.439 16.484 24.400
H 16.145 16.386 24.999
H 17.962 18.153 22.548
H 17.645 16.428 22.501
H 17.940 17.243 24.122
C 31.167 14.952 23.069
C 29.823 15.328 22.497
C 29.929 15.765 21.010
N 28.741 16.621 20.489
C 28.647 18.014 21.296
C 27.536 19.011 20.755
C 26.252 18.291 20.804
C 26.279 16.957 20.051
C 27.394 15.908 20.377
C 29.190 16.954 19.054
H 31.100 14.499 24.059
H 31.811 15.830 23.115
H 31.632 14.160 22.481
H 29.396 16.104 23.131
H 29.086 14.529 22.579
H 29.930 14.925 20.315
H 30.879 16.290 20.911
H 28.320 17.878 22.326
H 29.627 18.481 21.193
H 27.514 19.857 21.442
H 27.789 19.363 19.755
H 26.081 18.127 21.868
H 25.574 19.015 20.353
H 25.373 16.392 20.272
H 26.174 17.236 19.002
H 27.416 15.895 21.467
H 27.591 14.968 19.862
H 29.113 16.033 18.476
H 30.244 17.215 19.154
H 28.679 17.822 18.637
C 17.857 11.161 30.983
C 19.381 11.158 31.154
C 19.765 10.199 32.284
N 21.359 10.125 32.470
C 21.551 9.295 33.736
C 21.292 7.845 33.549
C 22.013 7.256 32.295
C 21.848 7.972 31.001
C 22.084 9.454 31.240
C 22.105 11.462 32.744
H 17.246 11.004 31.872
H 17.515 10.270 30.456
H 17.565 12.076 30.468
H 19.774 12.166 31.283
H 19.934 10.938 30.240
H 19.502 9.183 31.987
H 19.296 10.558 33.200
H 20.997 9.629 34.612
H 22.573 9.539 34.027
H 20.243 7.548 33.563
H 21.702 7.376 34.444
H 21.727 6.219 32.120
H 23.024 6.984 32.601
H 20.827 7.838 30.645
H 22.441 7.477 30.231
H 22.040 9.996 30.295
H 23.125 9.558 31.546
H 21.522 11.969 33.513
H 21.952 12.017 31.818
H 23.142 11.128 32.772
C 18.700 1.654 24.026
C 19.409 2.259 22.768
C 20.216 3.545 23.014
N 20.646 4.306 21.720
C 21.598 5.503 22.219
C 22.391 6.172 21.043
C 23.163 5.253 20.157
C 22.227 4.132 19.645
C 21.436 3.381 20.778
C 19.378 4.861 21.092
H 18.269 0.691 23.750
H 17.981 2.252 24.586
H 19.564 1.474 24.665
H 18.602 2.458 22.063
H 20.012 1.519 22.242
H 21.203 3.289 23.399
H 19.642 4.316 23.527
H 22.282 5.030 22.924
H 20.920 6.277 22.578
H 22.950 7.022 21.434
H 21.759 6.743 20.363
H 24.090 4.994 20.668
H 23.504 5.786 19.269
H 22.750 3.380 19.055
H 21.629 4.683 18.919
H 22.049 2.696 21.362
H 20.731 2.674 20.341
H 18.898 4.021 20.590
H 19.851 5.391 20.266
H 18.777 5.468 21.769
C 26.003 19.707 32.286
C 27.311 20.468 32.164
C 28.118 19.898 30.963
N 29.623 20.389 30.652
C 30.315 19.539 29.531
C 30.800 18.138 30.040
C 31.567 18.154 31.327
C 30.807 19.041 32.410
C 30.386 20.385 32.026
C 29.596 21.893 30.078
H 26.261 18.667 32.483
H 25.408 19.862 31.386
H 25.415 20.197 33.062
H 27.758 20.311 33.145
H 26.965 21.495 32.052
H 27.608 20.149 30.033
H 28.200 18.815 31.064
H 29.650 19.420 28.676
H 31.226 19.961 29.106
H 29.968 17.459 30.220
H 31.396 17.615 29.292
H 31.657 17.101 31.596
H 32.614 18.432 31.212
H 29.932 18.493 32.761
H 31.548 18.966 33.206
H 29.732 20.988 32.655
H 31.306 20.960 31.923
H 30.626 22.094 29.783
H 29.319 22.496 30.943
H 29.036 22.086 29.162
O 18.880 10.281 18.863
C 18.963 10.537 17.573
O 19.743 11.423 17.199
O 18.273 9.932 16.728
H 19.394 11.045 19.133
*
```

Calculated values
* gap between HOMO and LUMO: 3.785 eV
* LUMO energy: -4.393 eV
* energy above the lowest of the compared OMol25 structures with the same formula, charge and spin: 151.3 kcal/mol


Record 3
DFT (ωB97M-V/def2-TZVPD) results for a cluster of 2 separate species, C3H5O3 in total in a non-equilibrium geometry.

Structure (ORCA input):
```
! RIJCOSX wB97M-V def2-TZVPD def2/J DEFGRID3
* xyz 0 2
C 0.438 0.065 -1.729
O -0.595 -0.299 -0.830
C -0.799 0.543 0.207
H 0.516 -0.733 -2.475
H 0.195 1.014 -2.231
H 1.396 0.167 -1.197
H -1.717 0.318 0.752
H -0.497 1.586 0.071
O 0.706 0.116 2.025
C 0.487 -0.904 2.601
O -0.131 -1.873 2.805
*
```

Calculated values
* gap between HOMO and LUMO (alpha / beta): 7.330 / 11.396 eV
* LUMO energy (alpha / beta): 0.309 / 0.031 eV
* energy above the lowest of the compared OMol25 structures with the same formula, charge and spin: 5.5 kcal/mol


Number 1: energy -8232.9815 eV. Number 2: energy -99687.3572 eV. Number 3: energy -9332.0057 eV.